A molecular structure, C36H36BCaF4N4P3Te at a distorted geometry, computed with ωB97M-V/def2-TZVPD.

As for the HOMO-LUMO gap: 0.24067 Ha. Its HOMO energy is -6.8 eV. The calculation puts the energy at -4006.6873 hartree. Its charge is 0.

CARTESIAN COORDINATES (ANGSTROEM)
Ca  -1.49260  -0.25907  1.14259
Te  2.31000  3.15973  0.86869
C  2.72770  3.91633  -1.10111
C  3.41440  3.11523  -2.00271
C  3.50660  3.52513  -3.32221
N  2.97840  4.65053  -3.77381
C  2.34340  5.42223  -2.90851
C  2.19240  5.10693  -1.56691
C  0.93540  1.85523  -0.19581
P  1.04970  0.12723  0.25499
C  0.81080  -0.65937  -1.38861
C  1.23150  -0.02667  -2.55191
C  1.07950  -0.64447  -3.77651
C  0.52430  -1.91207  -3.84501
C  0.10770  -2.55497  -2.68921
C  0.24730  -1.92677  -1.46521
C  2.82130  -0.22357  0.50669
C  3.27730  -0.19137  1.82299
C  4.62020  -0.34917  2.10389
C  5.52250  -0.54837  1.07039
C  5.07180  -0.61057  -0.23661
C  3.72810  -0.44907  -0.52211
P  -0.81580  2.18053  0.10449
C  -1.44790  2.04563  -1.60821
C  -2.68420  1.45563  -1.84411
C  -3.11840  1.25343  -3.14331
C  -2.32070  1.64143  -4.20881
C  -1.10970  2.27253  -3.97541
C  -0.67640  2.47733  -2.68161
C  -1.00680  3.96403  0.43519
C  -1.29440  4.92553  -0.52571
C  -1.37720  6.25993  -0.16191
C  -1.17320  6.64383  1.15219
C  -0.89620  5.68873  2.11669
C  -0.81720  4.35653  1.75999
H  3.85680  2.18423  -1.67981
H  4.01660  2.91883  -4.05961
H  1.91830  6.33033  -3.31761
H  1.65060  5.76643  -0.90621
H  1.68310  0.95173  -2.47691
H  1.39480  -0.14377  -4.67931
H  0.41860  -2.39977  -4.80301
H  -0.30440  -3.55207  -2.74141
H  -0.05340  -2.43657  -0.55021
H  2.55760  -0.03517  2.62199
H  4.96610  -0.30707  3.12619
H  6.57370  -0.65947  1.28649
H  5.77220  -0.77677  -1.04091
H  3.38420  -0.50127  -1.54311
H  -3.32940  1.18873  -1.01131
H  -4.08370  0.79853  -3.32111
H  -2.64820  1.46163  -5.22301
H  -0.50180  2.60593  -4.80411
H  0.26650  2.96853  -2.48611
H  -1.45120  4.63903  -1.55471
H  -1.59460  7.00643  -0.91071
H  -1.23240  7.68683  1.42649
H  -0.73560  5.98613  3.14229
H  -0.61410  3.59883  2.51019
F  -4.96530  -1.50027  1.83139
B  -3.99130  -0.62657  1.52889
F  -3.26590  -1.07447  0.36879
F  -4.38870  0.65363  1.30479
F  -2.99910  -0.59847  2.57259
C  -0.22970  -5.97617  2.67999
N  -0.30540  -4.94927  3.70319
C  -1.54960  -5.11277  4.43499
N  -2.72230  -5.07627  3.58109
C  -2.59330  -6.10397  2.56459
N  -1.37380  -5.97727  1.78119
C  -1.39730  -4.79997  0.94229
P  -1.52390  -3.18827  1.90739
C  -0.17920  -3.62307  3.14379
C  -2.93710  -3.76667  3.00319
H  -0.18740  -6.95057  3.17849
H  0.68630  -5.83797  2.09759
H  -1.62840  -4.32977  5.19259
H  -1.51760  -6.08607  4.93499
H  -3.45670  -6.06127  1.89679
H  -2.57450  -7.07857  3.05969
H  -2.25400  -4.86557  0.26089
H  -0.47900  -4.78297  0.34609
H  -0.21080  -2.89067  3.96129
H  0.79440  -3.54477  2.64719
H  -3.86250  -3.77947  2.41759
H  -3.06780  -3.04127  3.81109

Force components x, y, z for each atom (eV/Å):
Ca 1.6 -0.1 -0.1
Te -0.4 -0.3 -1.5
C 0.2 0.1 0.4
C 0.1 0.0 0.0
C 0.1 -0.3 0.2
N 0.0 0.2 -0.6
C -0.1 0.1 0.1
C 0.0 0.0 0.2
C 0.3 0.5 2.0
P 1.5 -0.1 -1.0
C -0.1 -0.2 0.2
C -0.1 0.0 0.0
C 0.0 -0.1 0.0
C -0.1 -0.2 0.0
C 0.0 -0.2 -0.2
C 0.0 0.0 0.2
C -0.2 -0.1 0.4
C -0.1 -0.1 -0.1
C 0.1 0.0 0.1
C 0.0 0.0 0.1
C 0.1 0.0 0.0
C -0.2 0.0 0.1
P 0.2 1.3 -1.1
C -0.3 0.0 0.2
C 0.0 0.1 0.1
C -0.1 -0.1 -0.2
C -0.2 -0.1 0.0
C 0.1 0.1 -0.1
C 0.0 0.0 0.0
C -0.1 -0.2 0.4
C 0.0 -0.2 0.1
C 0.0 0.1 0.0
C 0.0 0.1 0.0
C 0.0 0.0 0.1
C -0.2 0.0 -0.1
H 0.0 -0.1 0.0
H 0.1 -0.1 0.0
H 0.0 0.1 0.1
H -0.1 0.1 0.0
H -0.1 0.2 0.0
H 0.1 0.1 -0.1
H 0.0 -0.1 -0.1
H -0.1 -0.1 0.0
H 0.0 0.0 -0.1
H 0.1 0.0 0.0
H 0.0 0.0 0.1
H 0.1 0.0 0.0
H 0.1 0.0 -0.1
H 0.0 0.0 -0.1
H 0.0 -0.1 0.0
H 0.0 0.0 0.0
H 0.0 0.0 -0.1
H 0.1 0.0 -0.1
H 0.2 0.0 0.0
H 0.0 0.0 -0.1
H 0.0 0.1 -0.1
H 0.0 0.1 0.0
H 0.0 0.0 0.1
H 0.0 0.1 0.0
F -0.4 -0.4 0.2
B -1.5 -0.1 0.1
F -0.7 -0.5 -0.8
F -0.1 0.5 -0.1
F -0.3 0.0 1.2
C 0.1 -0.2 0.0
N 0.3 -0.2 0.3
C 0.0 -0.1 0.2
N -0.2 -0.2 0.2
C 0.0 -0.1 0.0
N 0.0 -0.3 -0.1
C 0.0 0.5 -0.3
P 0.3 -0.9 0.5
C 0.0 0.4 -0.2
C -0.2 0.4 -0.2
H 0.0 0.1 -0.1
H -0.1 0.0 0.0
H 0.0 0.0 0.0
H 0.0 0.1 0.0
H 0.0 0.0 0.0
H 0.0 0.0 0.0
H 0.2 0.1 0.0
H -0.1 0.1 -0.1
H 0.1 0.0 -0.1
H -0.1 0.1 0.1
H 0.1 0.1 0.1
H -0.1 0.0 -0.1

These are the Löwdin partial charges, in e, on atoms 1 to 4: atom 1 (Ca): 1.18, atom 2 (Te): 1.23, atom 3 (C): -0.53, atom 4 (C): -0.14